# C4H6O4

A single C4H6O4 molecule in a non-equilibrium geometry (the ωB97M-V functional and the def2-TZVPD basis, OMol25).

Element x y z (Å)
C  -2.297  -0.351  -0.454
C  -0.928  0.276  -0.156
O  -0.700  1.407  0.223
O  0.011  -0.674  -0.207
C  1.051  -0.463  0.725
C  2.256  0.077  -0.061
O  3.214  -0.551  -0.476
O  2.032  1.302  -0.408
H  -2.374  -1.314  0.112
H  -2.322  -0.583  -1.562
H  -3.059  0.371  -0.184
H  1.208  -1.400  1.214
H  0.757  0.289  1.424
H  1.151  1.612  -0.191

Energy above the lowest of the compared OMol25 structures with the same formula, charge and spin: 20.7 kcal per mole
HOMO level: -0.381 Eh
Structure (SMILES): CC(=O)OCC(=O)O

Atomic partial charges in e from the Löwdin method, atoms 1 to 8: atom 1 (C): 0.036, atom 2 (C): -0.500, atom 3 (O): 0.092, atom 4 (O): 0.026, atom 5 (C): -0.062, atom 6 (C): -0.499, atom 7 (O): 0.111, atom 8 (O): 0.158

---

# C4H6O4S

A single C4H6O4S molecule in a non-equilibrium geometry (the ωB97M-V functional and the def2-TZVPD basis, OMol25).

Element x y z (Å)
C  -1.274  0.992  0.184
C  0.831  -0.118  0.598
C  1.156  -0.682  -0.709
C  -0.629  0.015  0.952
O  -1.989  1.927  0.325
O  0.302  1.077  -2.862
O  -0.886  -1.095  -2.406
O  -0.685  0.214  2.317
S  -0.191  0.067  -1.876
H  1.058  -0.864  1.519
H  1.381  0.821  0.566
H  2.065  -0.294  -1.149
H  1.312  -1.725  -0.845
H  -1.063  -1.050  0.749
H  -1.388  0.715  2.638

Energy above the lowest of the compared OMol25 structures with the same formula, charge and spin: 39.1 kcal per mole
HOMO level (alpha / beta): -0.326 / -0.326 Eh

Atomic partial charges in e from the Löwdin method, atoms 1 to 8: atom 1 (C): -0.142, atom 2 (C): -0.207, atom 3 (C): -0.233, atom 4 (C): -0.453, atom 5 (O): 0.194, atom 6 (O): -0.398, atom 7 (O): -0.395, atom 8 (O): 0.042

---

# C4H6O5

2 unconnected molecules or ions with the total composition C4H6O5 in a non-equilibrium geometry (the ωB97M-V functional and the def2-TZVPD basis, OMol25).

Element x y z (Å)
O  1.091  0.978  0.514
C  1.343  -0.212  0.509
O  1.582  -0.920  1.642
O  2.144  -0.789  -0.501
O  2.613  0.167  -1.441
H  1.477  -0.346  2.413
H  1.764  0.619  -1.664
C  -1.907  0.563  0.570
C  -1.253  -0.518  -0.264
C  -0.640  -0.334  -1.435
O  -0.061  -0.417  -2.430
H  -1.171  1.279  0.922
H  -2.287  0.105  1.483
H  -2.702  1.129  0.088
H  -1.993  -1.306  -0.406

Energy above the lowest of the compared OMol25 structures with the same formula, charge and spin: 126.5 kcal per mole
HOMO level: -0.346 Eh
Structure (SMILES): O=C(O)OO.CC=C=O

Atomic partial charges in e from the Löwdin method, atoms 1 to 8: atom 1 (O): 0.090, atom 2 (C): -0.555, atom 3 (O): 0.136, atom 4 (O): -0.017, atom 5 (O): 0.026, atom 6 (H): 0.138, atom 7 (H): 0.089, atom 8 (C): -0.102

---

# C4H6O7Sc

A molecular structure, C4H6O7Sc in a non-equilibrium geometry (the ωB97M-V functional and the def2-TZVPD basis, OMol25).

Element x y z (Å)
O  -1.746  1.779  -3.162
C  -0.772  1.523  -2.395
O  0.140  0.732  -2.815
O  -0.742  2.068  -1.214
O  0.567  -0.073  1.478
C  -0.303  0.334  0.482
C  0.210  1.587  -0.237
Sc  -0.916  0.585  -4.654
H  -1.299  0.552  0.912
H  -0.452  -0.470  -0.266
H  1.166  1.383  -0.732
H  0.340  2.426  0.455
C  0.501  -1.807  1.967
O  -0.678  -2.142  2.258
O  1.107  -2.510  0.933
H  0.456  -2.608  0.215
O  1.432  -1.853  2.997
H  0.989  -1.507  3.779

Energy above the lowest of the compared OMol25 structures with the same formula, charge and spin: 22.4 kcal per mole
HOMO level (alpha / beta): -0.505 / -0.478 Eh
Net charge: +1

Atomic partial charges in e from the Löwdin method, atoms 1 to 8: atom 1 (O): -0.042, atom 2 (C): -0.722, atom 3 (O): -0.068, atom 4 (O): 0.099, atom 5 (O): 0.032, atom 6 (C): -0.221, atom 7 (C): -0.077, atom 8 (Sc): 1.467

---

# C4H6OS

A single C4H6OS molecule in a non-equilibrium geometry (the ωB97M-V functional and the def2-TZVPD basis, OMol25).

Element x y z (Å)
C  -0.418  0.848  0.638
C  0.228  0.374  -0.663
C  0.745  -1.078  -0.753
C  2.177  -0.157  -1.187
S  3.596  -0.378  -1.865
O  1.518  0.988  -0.890
H  -0.676  1.992  0.726
H  0.313  0.751  1.563
H  -1.243  0.204  0.932
H  -0.522  0.543  -1.497
H  0.603  -1.663  -1.664
H  1.077  -1.739  0.077

Energy above the lowest of the compared OMol25 structures with the same formula, charge and spin: 51.4 kcal per mole
HOMO level: -0.323 Eh
Structure (SMILES): C[C@@H]1CC(=S)O1

Atomic partial charges in e from the Löwdin method, atoms 1 to 8: atom 1 (C): -0.068, atom 2 (C): -0.388, atom 3 (C): -0.016, atom 4 (C): -0.827, atom 5 (S): 0.722, atom 6 (O): -0.072, atom 7 (H): 0.112, atom 8 (H): 0.114

---

# C4H6OS

2 unconnected molecules or ions with the total composition C4H6OS in a non-equilibrium geometry (the ωB97M-V functional and the def2-TZVPD basis, OMol25).

Element x y z (Å)
C  -1.814  0.628  -0.334
C  1.496  0.067  0.866
C  1.462  -0.914  -0.279
C  0.764  0.324  -0.424
O  -4.177  0.020  0.040
S  -2.876  -0.112  0.637
H  -1.958  1.281  -1.123
H  0.722  -0.165  1.619
H  2.446  0.682  1.061
H  2.240  -1.123  -0.962
H  0.979  -1.695  0.134
H  0.716  1.006  -1.234

Energy above the lowest of the compared OMol25 structures with the same formula, charge and spin: 168.4 kcal per mole
HOMO level (alpha / beta): -0.337 / -0.317 Eh

Atomic partial charges in e from the Löwdin method, atoms 1 to 8: atom 1 (C): -0.261, atom 2 (C): -0.124, atom 3 (C): -0.169, atom 4 (C): -0.060, atom 5 (O): -0.593, atom 6 (S): 0.762, atom 7 (H): -0.039, atom 8 (H): 0.109

---

# C4H6OS

A single C4H6OS molecule in a non-equilibrium geometry (the ωB97M-V functional and the def2-TZVPD basis, OMol25).

Element x y z (Å)
C  -0.292  1.087  -0.205
C  1.030  1.138  -0.263
S  2.054  -0.208  -0.219
C  0.678  -1.374  0.053
O  -0.412  -1.200  -0.704
C  -1.109  -0.088  -0.065
H  -0.928  2.106  -0.134
H  1.310  2.221  -0.269
H  0.459  -0.996  1.058
H  0.740  -2.563  0.035
H  -2.256  0.202  -0.347
H  -1.274  -0.324  1.062

Energy above the lowest of the compared OMol25 structures with the same formula, charge and spin: 74.2 kcal per mole
HOMO level: -0.302 Eh
Structure (SMILES): C1=CSCOC1

Atomic partial charges in e from the Löwdin method, atoms 1 to 8: atom 1 (C): -0.227, atom 2 (C): -0.505, atom 3 (S): 0.911, atom 4 (C): -0.545, atom 5 (O): -0.160, atom 6 (C): -0.251, atom 7 (H): 0.152, atom 8 (H): 0.095

---

# C4H6OS

A single C4H6OS molecule in a non-equilibrium geometry (the ωB97M-V functional and the def2-TZVPD basis, OMol25).

Element x y z (Å)
O  3.053  -0.014  -0.578
C  2.090  -0.491  0.320
C  0.672  -0.146  0.131
C  -0.462  0.124  0.003
C  -1.773  0.648  -0.012
S  -3.061  -0.591  -0.229
H  2.997  -0.522  -1.391
H  2.164  -1.625  0.441
H  2.313  -0.159  1.346
H  -1.957  1.113  1.008
H  -1.899  1.458  -0.812
H  -4.135  0.206  -0.227

Energy above the lowest of the compared OMol25 structures with the same formula, charge and spin: 63.2 kcal per mole
HOMO level: -0.336 Eh
Structure (SMILES): OCC#CCS

Atomic partial charges in e from the Löwdin method, atoms 1 to 8: atom 1 (O): -0.044, atom 2 (C): -0.289, atom 3 (C): 0.007, atom 4 (C): -0.159, atom 5 (C): -0.611, atom 6 (S): 0.694, atom 7 (H): 0.090, atom 8 (H): 0.139

---

# C4H6OS

A single C4H6OS molecule in a non-equilibrium geometry (the ωB97M-V functional and the def2-TZVPD basis, OMol25).

Element x y z (Å)
C  -1.868  0.799  -0.549
C  -0.939  -0.180  0.036
C  0.215  -0.560  0.411
C  1.635  -0.406  0.648
O  2.281  0.228  -0.475
S  -1.055  -1.853  0.774
H  -1.375  1.925  -0.485
H  -2.805  0.750  0.027
H  -1.903  0.701  -1.698
H  1.677  0.270  1.658
H  2.073  -1.338  0.775
H  2.064  -0.337  -1.120

Energy above the lowest of the compared OMol25 structures with the same formula, charge and spin: 86.3 kcal per mole
HOMO level: -0.279 Eh
Structure (SMILES): CC1=C(CO)S1

Atomic partial charges in e from the Löwdin method, atoms 1 to 8: atom 1 (C): -0.089, atom 2 (C): -0.547, atom 3 (C): -0.470, atom 4 (C): -0.219, atom 5 (O): -0.010, atom 6 (S): 0.732, atom 7 (H): 0.137, atom 8 (H): 0.073

---

# C4H6OS2

A molecular structure, C4H6OS2 in a non-equilibrium geometry (the ωB97M-V functional and the def2-TZVPD basis, OMol25).

Element x y z (Å)
C  -1.708  0.516  -0.290
C  -0.515  0.200  0.715
C  2.091  0.374  -0.449
C  1.844  -0.934  -0.369
H  -3.581  0.039  0.195
H  -2.399  1.460  -0.338
H  -1.164  0.334  -1.329
H  -0.587  0.173  1.789
H  3.409  0.592  -0.625
H  2.415  -1.885  -0.494
O  -2.793  -0.399  -0.411
S  0.622  1.507  0.146
S  0.252  -1.411  0.257

Energy above the lowest of the compared OMol25 structures with the same formula, charge and spin: 91.2 kcal per mole
HOMO level: -0.297 Eh

Atomic partial charges in e from the Löwdin method, atoms 1 to 8: atom 1 (C): -0.415, atom 2 (C): -0.804, atom 3 (C): -0.423, atom 4 (C): -0.563, atom 5 (H): 0.167, atom 6 (H): 0.145, atom 7 (H): 0.123, atom 8 (H): 0.048

---

# C4H6OSn

A molecular structure, C4H6OSn in a non-equilibrium geometry (the ωB97M-V functional and the def2-TZVPD basis, OMol25).

Element x y z (Å)
C  -0.308  -0.900  2.474
C  0.403  -0.606  1.260
C  0.214  -1.455  0.131
C  -0.754  -2.534  0.351
O  -1.433  -3.021  -0.556
Sn  -2.304  -4.628  -0.882
H  -1.203  -0.278  2.603
H  0.333  -0.843  3.361
H  1.405  -0.185  1.371
H  0.102  -0.964  -0.840
H  0.513  -2.913  0.528
H  -1.024  -2.021  1.945

Energy above the lowest of the compared OMol25 structures with the same formula, charge and spin: 83.0 kcal per mole
Spin multiplicity: 2
HOMO level (alpha / beta): -0.392 / -0.495 Eh
Net charge: +1

Atomic partial charges in e from the Löwdin method, atoms 1 to 8: atom 1 (C): -0.016, atom 2 (C): -0.097, atom 3 (C): -0.081, atom 4 (C): -0.395, atom 5 (O): -0.497, atom 6 (Sn): 1.155, atom 7 (H): 0.112, atom 8 (H): 0.098

---

# C4H6P2

A single C4H6P2 molecule in a non-equilibrium geometry (the ωB97M-V functional and the def2-TZVPD basis, OMol25).

Element x y z (Å)
P  -1.716  0.611  1.840
P  0.125  -0.361  1.173
C  -0.242  -0.342  -0.680
C  0.930  -0.793  -1.581
C  1.666  0.270  -1.237
C  0.569  0.868  -0.421
H  -1.644  0.295  3.234
H  -2.441  -0.608  1.809
H  -1.350  -0.469  -0.763
H  1.038  -1.806  -2.007
H  2.711  0.435  -1.177
H  0.355  1.901  -0.191

Energy above the lowest of the compared OMol25 structures with the same formula, charge and spin: 49.1 kcal per mole
HOMO level: -0.308 Eh
Structure (SMILES): [PH2]#P1[C@@H]2C=C[C@@H]21

Atomic partial charges in e from the Löwdin method, atoms 1 to 8: atom 1 (P): 0.453, atom 2 (P): 0.659, atom 3 (C): -0.550, atom 4 (C): -0.081, atom 5 (C): -0.112, atom 6 (C): -0.390, atom 7 (H): -0.164, atom 8 (H): -0.164